Below is 14 unconnected molecules or ions with the total composition C26H20Cl54F4NO4P2S in a non-equilibrium geometry, with properties calculated with the ωB97M-V functional and the def2-TZVPD basis.

Element x y z (Å)
C (-1.103, -3.386, 1.387)
C (-1.425, -2.471, 2.105)
C (-2.048, -1.362, 2.859)
C (-1.961, 0.015, 2.169)
C (-2.734, -0.145, 0.832)
F (-3.770, -1.029, 0.914)
F (-3.343, 0.998, 0.392)
C (-1.804, -0.567, -0.370)
F (-1.601, 0.456, -1.211)
F (-2.514, -1.491, -1.103)
O (-0.700, 0.417, 1.760)
P (-0.115, 1.998, 2.077)
C (-1.177, 2.916, 0.737)
C (0.351, 3.768, 2.717)
S (1.213, 1.383, 3.737)
C (1.268, 1.899, 0.713)
Cl (1.505, 3.263, -0.390)
C (2.066, 0.847, 0.493)
C (2.094, -0.444, 1.260)
Cl (3.296, 0.879, -0.793)
O (-1.578, 2.207, 3.139)
C (-2.438, 1.109, 3.195)
C (-3.919, 1.589, 2.971)
P (-2.463, 0.739, 5.032)
N (-1.239, 0.084, 5.728)
O (-3.773, -0.212, 5.277)
O (-2.729, 2.162, 5.772)
H (-0.476, -4.075, 0.878)
H (-1.479, -1.367, 3.795)
H (-3.064, -1.613, 3.161)
H (-0.891, -1.074, -0.073)
H (-1.187, 2.445, -0.248)
H (-0.935, 3.974, 0.677)
H (-2.223, 2.920, 1.052)
H (1.054, 4.286, 2.063)
H (0.834, 3.725, 3.701)
H (-0.566, 4.324, 2.895)
H (1.064, 0.039, 3.803)
H (2.752, -1.130, 0.711)
H (2.580, -0.337, 2.229)
H (1.142, -0.968, 1.320)
H (-4.486, 0.690, 2.693)
H (-4.004, 2.264, 2.125)
H (-4.393, 1.958, 3.879)
H (-0.532, -0.090, 5.023)
H (-4.559, 0.322, 5.452)
H (-2.960, 2.845, 5.118)
C (-3.804, 5.992, 3.108)
Cl (-4.711, 5.195, 1.819)
Cl (-3.158, 4.776, 4.219)
Cl (-2.469, 6.907, 2.410)
Cl (-4.875, 7.083, 4.000)
C (2.024, 1.150, -4.803)
Cl (0.698, 0.986, -3.655)
Cl (2.321, 2.866, -5.127)
Cl (3.485, 0.415, -4.139)
Cl (1.618, 0.331, -6.330)
C (-4.749, 7.453, 8.020)
Cl (-5.920, 8.215, 6.933)
Cl (-5.351, 7.539, 9.681)
Cl (-4.524, 5.766, 7.560)
Cl (-3.206, 8.306, 7.907)
C (-2.595, -5.377, -2.266)
Cl (-3.949, -6.428, -1.827)
Cl (-1.297, -6.363, -2.963)
Cl (-3.133, -4.187, -3.455)
Cl (-2.002, -4.543, -0.821)
C (-2.696, 1.146, -6.362)
Cl (-4.043, 2.039, -7.080)
Cl (-2.634, -0.479, -7.074)
Cl (-1.176, 1.986, -6.680)
Cl (-2.933, 1.008, -4.628)
C (3.350, -3.953, -3.501)
Cl (1.884, -4.931, -3.367)
Cl (4.733, -4.999, -3.859)
Cl (3.148, -2.767, -4.789)
Cl (3.630, -3.108, -1.973)
C (1.144, -4.375, 5.168)
Cl (-0.027, -3.736, 4.000)
Cl (0.587, -4.063, 6.817)
Cl (1.317, -6.122, 4.925)
Cl (2.708, -3.590, 4.916)
C (7.403, -0.103, -3.745)
Cl (7.004, 1.065, -5.010)
Cl (7.864, 0.756, -2.273)
Cl (6.003, -1.116, -3.395)
Cl (8.733, -1.137, -4.292)
C (11.693, -4.206, -5.335)
Cl (13.090, -4.174, -6.418)
Cl (10.629, -5.545, -5.782)
Cl (12.241, -4.423, -3.670)
Cl (10.806, -2.685, -5.467)
C (-7.656, 0.682, -8.794)
Cl (-6.086, 0.074, -8.273)
Cl (-7.495, 2.362, -9.325)
Cl (-8.275, -0.300, -10.129)
Cl (-8.760, 0.604, -7.418)
C (7.274, 1.204, 2.035)
Cl (8.032, 1.956, 0.622)
Cl (5.529, 1.418, 1.947)
Cl (7.662, -0.522, 2.054)
Cl (7.898, 1.964, 3.506)
C (-8.300, 0.355, -2.907)
Cl (-7.718, 0.709, -4.537)
Cl (-6.932, -0.045, -1.871)
Cl (-9.141, 1.773, -2.262)
Cl (-9.422, -1.014, -2.971)
C (7.681, -7.036, -1.290)
Cl (8.473, -6.790, -2.853)
Cl (8.899, -7.493, -0.091)
Cl (6.880, -5.550, -0.780)
Cl (6.482, -8.327, -1.432)

Results
Charge: -1
E_tot (eV): -753456.1329
Maximum force (eV/Å): 4.4
Multiplicity: 1
Kohn-Sham gap (eV): 6.7843